(1)
22
Properties=species:S:1:pos:R:3 method="wB97M-V/def2-TZVPD" spin_multiplicity=1 homo_lumo_gap_ev=8.6272 molar_mass_g_mol=413.91 e_homo_ev=-9.43 total_energy_ha=-3195.93042
Cs 0.9829 0.8651 -0.5897
As -1.1540 -0.4790 -2.4241
F 0.5088 -1.1678 -2.7051
F -0.4646 1.2118 -2.7930
F -2.8776 -0.0478 -2.2374
F -1.4797 -2.1433 -1.9939
F -0.8718 -0.0591 -0.7210
F -1.2859 -0.7474 -4.2390
C -1.5761 1.7498 0.8491
O -0.1920 1.9194 1.2179
H -2.1918 1.3094 1.6333
H -2.0063 2.7205 0.6026
H -1.6898 1.0236 0.0442
H 0.2483 1.1011 1.4591
C 1.2838 -0.6015 1.4044
O 0.2961 0.0313 1.3023
N 2.5270 -0.1319 1.4831
N 1.3604 -1.9346 1.4360
H 3.2896 -0.7463 1.7300
H 2.5538 0.8724 1.5872
H 2.2566 -2.3364 1.6718
H 0.4823 -2.4094 1.2820



(2)
49
Properties=species:S:1:pos:R:3 method="wB97M-V/def2-TZVPD" spin_multiplicity=1 homo_lumo_gap_ev=5.5867 molar_mass_g_mol=355.41 e_homo_ev=-2.98 total_charge=-1 total_energy_ha=-1186.16482
C -1.4722 -4.5743 2.2621
C -0.5884 -4.5074 0.9026
O 0.3506 -5.3387 0.7746
N -1.0099 -3.5019 -0.0752
C -1.1806 -4.0474 -1.4322
C 0.0266 -4.4294 -2.4136
O -2.3757 -4.1877 -1.8542
C -0.1966 -2.2461 -0.0442
C -1.1881 -1.0479 0.4804
C -2.6835 -1.2432 -0.0233
O -3.0457 -0.5450 -1.0182
O -3.6036 -2.1587 0.5728
C 0.9846 -2.2730 1.0408
C 1.6558 -0.7926 0.9910
C 2.0208 -0.1003 2.3506
C 2.6178 1.3463 2.2795
C 2.8579 2.0827 0.9375
C 2.4948 1.3842 -0.3947
C 2.7245 2.2238 -1.7576
C 1.9008 -0.0476 -0.3615
H -0.8127 -4.5607 3.1902
H -2.1052 -5.5407 2.2157
H -2.2487 -3.7180 2.2658
H 0.1960 -3.5428 -3.1284
H -0.3170 -5.3309 -3.0353
H 0.9806 -4.6796 -1.8390
H -0.8219 -0.0363 0.0719
H -1.0629 -1.0082 1.6200
H -3.8737 -2.7579 -0.1658
H 1.8368 -2.9926 0.7999
H 0.6177 -2.3758 2.1398
H 1.8283 -0.6324 3.3355
H 2.8459 1.8491 3.2840
H 3.2623 3.1447 0.9457
H 2.2144 1.6937 -2.6417
H 2.1775 3.2477 -1.6566
H 3.8469 2.3790 -1.9081
H 1.6179 -0.5978 -1.3307
N 0.5507 4.8711 -0.8701
C 0.2837 6.1771 -0.7100
C -0.9920 6.6874 -0.5333
C -2.0587 5.7995 -0.5246
C -1.8118 4.4445 -0.6896
C -0.4990 4.0337 -0.8558
H 1.1497 6.8313 -0.7272
H -1.1482 7.7515 -0.4062
H -3.0728 6.1604 -0.3902
H -2.6198 3.7236 -0.6885
H -0.2543 2.9837 -0.9847



(3)
11
Properties=species:S:1:pos:R:3 method="wB97M-V/def2-TZVPD" spin_multiplicity=1 homo_lumo_gap_ev=9.8873 molar_mass_g_mol=96.09 e_homo_ev=-9.32 smiles="N#CCOC=C=N" total_energy_ha=-339.47950
N -1.5550 0.9601 1.7902
C -1.4087 0.1688 0.9604
C -1.2178 -0.8391 -0.1051
O 0.0945 -1.3475 -0.1246
C 1.0161 -0.5060 -0.7299
C 1.5391 0.5337 -0.1113
N 2.1057 1.4578 0.4620
H -1.4874 -0.3804 -1.0650
H -1.8876 -1.6816 0.0859
H 1.3145 -0.7593 -1.7422
H 1.6391 2.3627 0.3718



(4)
50
Properties=species:S:1:pos:R:3 method="wB97M-V/def2-TZVPD" spin_multiplicity=1 homo_lumo_gap_ev=6.2531 molar_mass_g_mol=484.44 e_homo_ev=-7.30 total_energy_ha=-4037.13127
Be 0.7857 0.1209 0.6624
O 1.3488 -0.3420 2.2182
C 0.7683 -1.2589 2.8213
C -0.0360 -2.2601 2.1979
C -0.5345 -3.3161 2.9701
C -1.2327 -4.3157 2.3631
C -1.4745 -4.2981 0.9770
C -1.0098 -3.2707 0.2065
C -0.2734 -2.2054 0.7899
O 0.1597 -1.2392 0.0689
N -1.7274 -5.4376 3.1706
O -2.2217 -6.3798 2.5816
O -1.5362 -5.4025 4.3710
H 0.9118 -1.3201 3.9068
H -0.3642 -3.3503 4.0399
H -2.0406 -5.1095 0.5409
H -1.2032 -3.2304 -0.8581
S 2.4761 0.6088 -0.6167
C 2.8454 -1.0572 -0.7964
N 3.2955 -1.7500 0.2772
C 3.4663 -3.0941 0.3212
C 3.2233 -3.8404 -0.7859
C 2.8087 -3.1735 -1.9526
C 2.6380 -1.8149 -1.9638
H 3.4266 -1.1976 1.1168
H 3.8018 -3.5067 1.2614
H 3.3427 -4.9131 -0.7575
H 2.6108 -3.7472 -2.8494
H 2.2991 -1.2877 -2.8430
C -1.8906 5.9429 -3.1042
C -1.5539 4.8749 -2.0915
C -0.5112 5.0374 -1.1920
C -0.2079 4.0764 -0.2279
C 0.9479 4.3191 0.7057
C -0.9834 2.9110 -0.1639
Se -0.6724 1.6329 1.2409
C -2.0235 2.7115 -1.0824
C -2.8711 1.4669 -1.0749
C -2.2915 3.7015 -2.0252
H -1.1335 6.7277 -3.1151
H -2.8511 6.4088 -2.8731
H -1.9640 5.5270 -4.1114
H 0.0931 5.9405 -1.2380
H 1.4199 5.2798 0.4884
H 1.6988 3.5315 0.6114
H 0.6221 4.3102 1.7463
H -2.2703 0.5798 -0.8837
H -3.3854 1.3527 -2.0306
H -3.6251 1.5140 -0.2848
H -3.1012 3.5424 -2.7333



(5)
13
Properties=species:S:1:pos:R:3 method="wB97M-V/def2-TZVPD" s_squared=2.008 spin_multiplicity=3 homo_lumo_gap_ev="5.8935 / 8.0622" molar_mass_g_mol=165.01 e_homo_ev="-5.14 / -10.44" total_energy_ha=-2867.66444
C -0.7891 -2.0635 3.5220
C 0.6175 0.8090 -1.2476
C -0.1420 -1.0669 3.3186
C 0.2933 -0.1472 -0.4361
C -0.0085 1.3991 -2.4152
F 0.5838 -0.0244 3.1704
Br -1.2934 -1.2403 -0.7629
H -1.0669 -3.1264 3.6143
H 0.8742 -0.5580 0.2507
H 1.5190 1.4193 -0.8809
H 0.0296 2.3813 -2.3331
H -1.0713 1.1579 -2.5212
H 0.4539 1.0601 -3.2789



(6)
26
Properties=species:S:1:pos:R:3 method="wB97M-V/def2-TZVPD" spin_multiplicity=1 homo_lumo_gap_ev=10.0078 molar_mass_g_mol=136.24 e_homo_ev=-9.03 smiles=Cc1ccccc1.CCC total_energy_ha=-390.60479
C 2.5178 -1.1943 1.2954
C 1.1946 -1.3316 0.5786
C 1.0687 -1.4353 -0.8023
C -0.1899 -1.6672 -1.3504
C -1.3153 -1.8409 -0.5748
C -1.1862 -1.7786 0.8118
C 0.0442 -1.4152 1.3591
H 3.2544 -1.9279 0.9883
H 2.3681 -1.2681 2.3710
H 2.8982 -0.1678 1.2178
H 1.9519 -1.2718 -1.4017
H -0.2191 -1.7074 -2.4321
H -2.2619 -2.0369 -1.0593
H -2.0296 -1.9423 1.4524
H -0.0680 -1.3036 2.4327
C -1.2023 2.6226 0.5609
C -0.5639 1.4640 -0.2129
C -0.3187 1.8975 -1.6613
H -2.2849 2.6945 0.3625
H -0.9453 3.6393 0.2545
H -1.1618 2.4154 1.6271
H 0.3157 1.0901 0.2992
H -1.2871 0.6664 -0.1160
H 0.5346 2.5479 -1.5958
H 0.1225 1.0801 -2.2335
H -1.2364 2.1709 -2.1714



(7)
94
Properties=species:S:1:pos:R:3 method="wB97M-V/def2-TZVPD" spin_multiplicity=1 homo_lumo_gap_ev=9.4116 molar_mass_g_mol=619.76 e_homo_ev=-8.94 total_energy_ha=-2644.93867
N -4.5378 4.4916 3.5262
C -3.9916 4.0167 2.4958
C -4.5807 2.9477 1.6165
O -3.6199 2.2964 0.7651
S -2.4669 1.4690 1.5352
O -1.3815 1.4252 0.5821
O -3.1455 -0.0452 1.4006
P -3.8787 -0.8728 2.6400
O -5.3148 -0.0680 2.7379
O -3.1521 -0.0935 3.8762
H -5.4237 4.0186 3.7225
H -3.0303 4.4396 2.1896
H -5.3034 3.3936 0.9300
H -5.1212 2.2193 2.2270
H -5.9524 -0.5058 2.1488
H -3.3304 -0.5771 4.6965
C -0.3314 -5.1524 1.3908
C -0.2493 -3.7348 0.8284
C -1.7178 -3.3745 0.6779
O -2.4090 -4.0720 1.7190
C -1.5418 -5.0389 2.3111
H 0.5688 -5.4656 1.9177
H -0.5287 -5.8694 0.5904
H 0.2320 -3.0722 1.5468
H 0.2985 -3.6634 -0.1110
H -2.1182 -3.6903 -0.2894
H -1.8948 -2.3028 0.7844
H -1.2430 -4.6919 3.3074
H -2.0885 -5.9767 2.4244
C 2.6198 0.3626 1.0093
C 3.7075 -0.4060 0.2665
C 3.7234 -1.7259 1.0279
O 2.3858 -1.9389 1.4783
C 1.6165 -0.7399 1.3135
H 2.1810 1.1748 0.4315
H 3.0298 0.7849 1.9259
H 3.4122 -0.5727 -0.7730
H 4.6717 0.1001 0.2755
H 4.3918 -1.6743 1.8948
H 4.0240 -2.5757 0.4122
H 0.9087 -0.8770 0.4878
H 1.0446 -0.5641 2.2257
C -0.3165 -1.0019 -3.1427
C -0.6717 -1.9695 -4.2698
C -1.5274 -2.9922 -3.5330
O -2.1870 -2.2854 -2.4843
C -1.6041 -0.9876 -2.3278
H -0.0322 -0.0099 -3.4908
H 0.5046 -1.4018 -2.5426
H -1.2656 -1.4581 -5.0303
H 0.1934 -2.4177 -4.7567
H -0.9115 -3.7882 -3.0980
H -2.2820 -3.4539 -4.1718
H -2.3082 -0.2408 -2.7090
H -1.4232 -0.7762 -1.2735
C 6.3560 4.2849 2.2786
C 6.6969 3.2384 3.3393
C 5.3899 2.4604 3.4301
O 4.8065 2.5111 2.1272
C 5.4863 3.4768 1.3240
H 7.2295 4.7121 1.7885
H 5.7790 5.0988 2.7220
H 7.5014 2.5905 2.9855
H 6.9971 3.6650 4.2951
H 4.7032 2.9208 4.1483
H 5.5305 1.4152 3.7093
H 6.0976 2.9570 0.5777
H 4.7432 4.0804 0.8017
C 6.0758 -1.0262 -4.3475
C 5.1835 -0.1630 -3.4562
C 6.1562 0.2420 -2.3548
O 7.4434 0.3137 -2.9677
C 7.4004 -0.2772 -4.2660
H 5.7116 -1.1233 -5.3692
H 6.1778 -2.0272 -3.9234
H 4.8405 0.7174 -4.0033
H 4.3099 -0.6875 -3.0720
H 6.1819 -0.5066 -1.5559
H 5.9211 1.2108 -1.9110
H 7.4541 0.5128 -5.0231
H 8.2694 -0.9256 -4.3831
C -8.0362 0.5760 -1.3531
C -9.1547 1.4598 -0.8004
C -8.4130 2.2618 0.2616
O -7.0738 2.4045 -0.2149
C -6.8500 1.5313 -1.3266
H -8.2371 0.1880 -2.3501
H -7.8590 -0.2712 -0.6869
H -9.5336 2.1221 -1.5809
H -9.9938 0.8996 -0.3908
H -8.3980 1.7293 1.2197
H -8.8337 3.2543 0.4257
H -6.8002 2.1268 -2.2437
H -5.8908 1.0315 -1.1874



(8)
18
Properties=species:S:1:pos:R:3 method="wB97M-V/def2-TZVPD" spin_multiplicity=1 homo_lumo_gap_ev=7.8907 molar_mass_g_mol=101.15 e_homo_ev=-7.01 total_energy_ha=-326.92891
C -1.1960 0.3397 -2.3055
C -0.7142 0.7628 -0.9607
C -1.2518 0.7083 0.4156
N -0.0400 0.0545 -0.0598
C 0.8554 -0.8048 0.3164
C 1.1677 -1.0651 1.7661
O 0.1405 -0.6892 2.6552
H -0.3457 0.0542 -2.9349
H -1.7133 1.1659 -2.8038
H -1.8892 -0.5188 -2.2575
H 1.5672 1.8436 -0.9100
H -2.0365 -0.0020 0.7181
H -1.1271 1.5476 1.0980
H 1.4868 -1.2343 -0.4558
H 2.2553 1.6612 -0.6789
H 1.4388 -2.1257 1.8825
H 2.0432 -0.4872 2.0838
H -0.6410 -1.2108 2.4312